Record 1
11
Properties=species:S:1:pos:R:3 method="wB97M-V/def2-TZVPD" e_homo_ev=-9.1 charge=0 e_tot_ha=-1373.825109 orbital_gap_ev=8.4 smiles="S=C(CS)CCl" e_above_lowest_kj_mol=93.2 e_lumo_ha=-0.0242
S 0.88729 2.22980 -0.04190
C 0.37979 0.73109 0.11438
C -0.82965 0.27987 -0.72807
S -2.02309 -0.60295 0.30475
C 1.32839 -0.29790 0.86429
Cl 1.86199 -1.58381 -0.27911
H -0.50744 -0.31882 -1.60241
H -1.34366 1.05867 -1.12598
H -2.72150 -1.09041 -0.70733
H 2.10926 0.26292 1.35513
H 0.85862 -0.66845 1.84625

---

Record 2
12
Properties=species:S:1:pos:R:3 method="wB97M-V/def2-TZVPD" spin_multiplicity=2 e_homo_ev="-12.5 / -12.6" charge=+1 e_tot_ha=-362.714869 orbital_gap_ev="9.0 / 7.7" e_above_lowest_kj_mol=484.8 e_lumo_ha="-0.1303 / -0.1781"
H -2.36819 -1.83448 1.19770
C -2.02297 -2.51774 0.40802
C -0.76282 -2.25281 -0.40377
O 0.37989 -2.08634 0.45402
C 1.42166 -1.44052 0.00900
O 2.28945 -1.40186 0.97393
H -1.89292 -3.40465 1.04048
H -2.14023 -3.18320 -0.65302
H -0.49499 -3.03327 -1.14169
H 3.18086 -1.31792 0.61342
Cs 0.18910 2.13531 -0.23031
O -1.39897 -0.89687 -0.51678

---

Record 3
14
Properties=species:S:1:pos:R:3 method="wB97M-V/def2-TZVPD" spin_multiplicity=5 e_homo_ev="-24.6 / -22.2" charge=+4 e_tot_ha=-1438.947938 orbital_gap_ev="9.5 / 1.7" e_above_lowest_kj_mol=0.0 e_lumo_ha="-0.5552 / -0.7564"
O 0.71663 -0.56414 -0.32087
C 2.07572 -0.22255 -0.37822
C -0.18407 0.32138 -0.51636
O 2.85837 -1.17983 -0.20564
O 2.43382 0.92778 -0.61018
C -1.56743 -0.02226 -0.38667
Er 4.93815 0.34443 -0.56523
H 0.15560 1.33510 -0.76831
H -1.95459 0.63579 0.43056
H -1.74628 -1.08564 -0.21127
H -2.08952 0.36971 -1.27837
Li 2.70406 -3.06991 0.11636
O -4.07052 1.42747 1.99462
H -4.26994 0.78266 2.69957

---

Record 4
12
Properties=species:S:1:pos:R:3 method="wB97M-V/def2-TZVPD" spin_multiplicity=8 e_homo_ev="-11.7 / -11.7" charge=+1 e_tot_ha=-1052.999337 orbital_gap_ev="5.7 / 5.9" e_above_lowest_kj_mol=202.4 e_lumo_ha="-0.2197 / -0.2136"
H 0.70714 -0.86799 -1.57143
C 0.82227 -0.39661 -0.58569
C 0.34578 -1.26556 0.57354
O -1.04953 -0.84674 0.51863
C -0.90056 0.33235 -0.15977
O -1.57312 0.76601 -1.14569
Eu 0.38854 2.94481 -1.12243
O -0.56757 1.40557 0.70614
H 1.91723 -0.33264 -0.49931
H 0.77651 -0.96870 1.53996
H 0.35294 -2.34130 0.35171
H -1.21964 1.57078 1.39434

---

Record 5
9
Properties=species:S:1:pos:R:3 method="wB97M-V/def2-TZVPD" e_homo_ev=-10.3 charge=0 e_tot_ha=-217.081219 orbital_gap_ev=11.1 smiles="C=C=C.F" e_above_lowest_kj_mol=149.5 e_lumo_ha=0.0293
C 0.91569 0.63324 -0.82880
C 0.25012 -0.35725 -0.34491
C -0.36128 -1.46126 0.02514
H 2.06508 0.62343 -0.69498
H 0.49797 1.53318 -1.14473
H -0.64128 -1.54396 0.99254
H -0.61147 -2.17172 -0.58126
F -1.53227 2.19944 1.84708
H -1.00767 1.51877 1.40310

---

Record 6
9
Properties=species:S:1:pos:R:3 method="wB97M-V/def2-TZVPD" e_homo_ev=-9.5 charge=0 e_tot_ha=-217.114195 orbital_gap_ev=10.6 smiles="C/C=C/F" e_above_lowest_kj_mol=63.0 e_lumo_ha=0.0429
C -0.63044 -0.47792 0.79488
C -0.00196 -0.24624 -0.49041
C 0.68584 0.88903 -0.69748
F 1.45659 1.08420 -1.87093
H 0.16711 -1.16402 1.23517
H -0.95987 0.43560 1.38846
H -1.62987 -1.00982 0.81273
H -0.03097 -1.17512 -1.20367
H 0.94356 1.66430 0.03125

---

no.,molar mass (g/mol)
1,140.66
2,221.97
3,279.27
4,241.03
5,60.07
6,60.07